Formula: C66H172N18O26
Source: the OMol25 dataset
Level of theory: wB97M-V/def2-TZVPD

XYZ file:
```
282
Properties=species:S:1:pos:R:3:forces:R:3:mulliken_charge:R:1
C 12.83160 -1.12630 2.49616 3.287 -2.399 -2.810 0.70
O 13.24864 -1.50440 1.37453 -0.762 0.963 1.473 -0.69
N 13.56539 -1.17885 3.59247 3.142 -0.283 1.539 -0.42
N 11.65083 -0.75956 2.80373 -4.764 1.351 -0.550 -0.36
H 14.52821 -1.42921 3.41812 -0.156 0.022 0.660 0.21
H 13.17165 -1.05965 4.51488 0.579 -0.116 -0.285 0.17
H 11.47309 -0.48643 3.75971 -0.811 0.083 -0.717 0.17
H 11.00070 -0.83320 2.03430 -0.534 0.394 0.692 0.22
C 7.04190 3.49727 4.93783 1.907 -0.033 1.830 0.65
O 7.92414 2.74323 5.34626 -0.673 -0.348 -0.910 -0.64
N 6.42758 4.31482 5.83235 -0.845 0.691 0.107 -0.42
N 6.70568 3.74344 3.65899 -0.398 -0.190 -0.685 -0.38
H 6.70844 4.26717 6.80135 -0.178 -0.015 -0.379 0.22
H 5.61971 4.84474 5.53802 0.152 -0.107 0.517 0.17
H 6.95644 3.06820 2.95099 -0.006 0.525 0.031 0.21
H 6.27896 4.64017 3.47486 0.057 -0.551 -0.533 0.19
C -4.80993 -4.63640 -5.86789 0.914 0.929 0.907 0.60
O -4.20903 -4.85945 -4.85535 1.196 -1.467 1.923 -0.63
N -4.32678 -4.81608 -7.06972 1.084 -0.642 -3.257 -0.37
N -5.98416 -4.04127 -5.81746 -3.431 1.395 0.720 -0.42
H -4.83670 -4.42823 -7.85053 0.335 -0.571 -0.042 0.17
H -3.55384 -5.45106 -7.20920 -0.153 0.420 -0.023 0.22
H -6.36678 -3.41168 -6.50834 0.175 -0.364 0.043 0.20
H -6.27253 -3.90026 -4.85983 -0.124 0.302 -0.264 0.23
C 5.11008 2.62705 -3.23295 3.056 -2.066 2.428 0.69
O 5.82883 2.21737 -2.34335 0.306 -0.224 1.572 -0.68
N 3.83961 2.71673 -3.23013 -6.426 0.413 1.889 -0.35
N 5.55207 2.85264 -4.40451 2.716 1.683 -5.804 -0.36
H 3.34238 3.24139 -3.93554 -0.110 -0.318 0.443 0.15
H 3.35465 2.36198 -2.41830 -0.126 0.426 -0.173 0.20
H 6.50572 2.62887 -4.65063 -0.330 0.285 0.045 0.22
H 4.85911 3.08856 -5.10040 0.885 -0.200 -0.379 0.13
C 5.78617 -15.57299 12.08072 0.390 0.476 0.049 -0.73
O 6.07893 -14.21278 12.37639 -1.108 0.045 0.857 -0.31
C 5.24991 -13.60098 13.38384 0.317 0.592 0.236 -0.31
C 5.97003 -12.32713 13.77711 0.906 0.422 -0.178 -1.12
N 6.05802 -11.26607 12.78286 -0.171 -0.261 0.675 -0.31
C 4.82178 -10.55092 12.57064 -0.051 0.193 -0.295 -0.48
C 4.95682 -9.65054 11.35153 0.702 -0.422 0.850 -0.69
O 5.10873 -10.52248 10.26559 -0.406 -0.418 -1.413 -0.26
C 5.50183 -9.91284 9.03100 0.262 0.107 0.969 -0.80
H 5.47844 -16.09629 12.98602 -0.018 -0.190 -0.015 0.32
H 6.71985 -15.98666 11.69965 -0.066 -0.184 0.081 0.23
H 5.03466 -15.68373 11.29901 -0.255 0.109 0.043 0.26
H 5.11668 -14.13206 14.32633 0.613 -0.988 -0.027 0.42
H 4.20707 -13.40635 13.13340 -0.063 0.010 -1.007 0.31
H 6.99550 -12.61544 14.00816 0.160 -0.192 -0.066 0.36
H 5.63070 -11.91110 14.72573 -0.555 0.022 -0.049 0.49
H 6.46163 -11.62898 11.93109 -0.297 0.005 -0.196 0.31
H 4.54200 -10.01368 13.47683 0.405 0.511 0.069 0.41
H 3.92564 -11.15077 12.41188 -0.087 -0.657 -0.360 0.25
H 5.90080 -9.10896 11.41226 -0.066 0.631 0.340 0.36
H 4.09189 -8.98741 11.33521 -0.097 0.179 -0.591 0.41
H 5.68620 -10.67906 8.27800 -0.544 -0.069 0.128 0.23
H 6.46210 -9.41111 9.15032 0.204 0.232 0.195 0.34
H 4.77963 -9.15394 8.72998 -0.180 -0.154 -0.303 0.30
C 2.72734 14.07109 -4.94345 -0.268 -1.872 -0.990 -0.80
O 1.44631 13.58955 -4.44518 1.643 1.518 -0.256 -0.29
C 1.23213 14.15979 -3.19011 -1.248 -1.668 2.111 -0.46
C -0.18268 13.91233 -2.62779 -0.288 1.214 0.291 -0.82
N -0.66015 12.51574 -2.65840 0.941 1.110 -0.360 -0.37
C -2.10252 12.40881 -2.55314 -0.826 -0.071 -0.606 -0.66
C -2.60210 11.06605 -3.14650 1.536 0.392 0.132 -0.59
O -2.02881 10.95502 -4.47363 -0.689 0.635 0.645 -0.30
C -2.49534 9.87824 -5.22162 -0.280 -0.817 -0.440 -0.75
H 2.82787 13.59695 -5.91976 -0.453 0.712 -0.523 0.27
H 3.61205 13.59760 -4.51779 -0.177 0.082 1.252 0.33
H 2.87518 15.15087 -4.96163 -0.482 -0.009 -0.001 0.31
H 1.53820 15.19695 -3.05329 -0.266 0.253 -0.538 0.41
H 1.72630 13.61754 -2.38397 1.351 -0.313 -0.327 0.26
H -0.89184 14.62230 -3.05340 -0.454 -0.092 -0.561 0.43
H -0.07199 14.28876 -1.61086 -0.173 -0.234 0.400 0.33
H -0.41528 12.30324 -3.61495 -0.177 -0.934 -0.249 0.33
H -2.59543 13.24456 -3.04979 -0.119 0.109 -0.843 0.36
H -2.50181 12.59166 -1.55552 0.472 -0.694 0.523 0.41
H -3.68340 10.95416 -3.06661 -0.170 0.269 -0.553 0.45
H -2.16852 10.24918 -2.56959 0.040 -0.156 0.240 0.34
H -1.80738 9.61634 -6.02549 0.387 0.303 0.168 0.22
H -3.44210 10.05173 -5.73313 -0.350 0.375 0.179 0.27
H -2.62527 8.97250 -4.62929 0.053 -0.118 0.303 0.32
C -7.86140 12.36908 9.42036 0.619 0.725 0.504 -0.73
O -6.70877 12.72438 10.23747 -0.595 -0.242 -0.637 -0.38
C -5.76919 11.68242 10.42752 -0.216 -0.853 0.339 -0.56
C -5.09655 11.08321 9.16783 -0.099 0.592 1.115 -0.42
N -4.80282 9.67430 9.37034 0.056 -0.808 -1.166 -0.35
C -4.24318 9.08891 8.12597 0.989 -0.863 0.676 -0.48
C -3.93510 7.55718 8.19075 -0.757 1.137 0.073 -0.65
O -2.90538 7.22207 7.26292 0.261 -0.250 -0.399 -0.37
C -3.19333 7.28011 5.85206 -0.946 -0.330 0.302 -0.68
H -7.59652 12.42654 8.36460 -0.054 -0.253 -0.045 0.26
H -8.64669 13.10345 9.59953 0.329 0.321 0.111 0.28
H -8.35201 11.42721 9.66593 0.548 -0.433 0.131 0.31
H -6.22122 10.91728 11.05866 -0.455 -0.602 -0.333 0.38
H -4.95316 11.97981 11.08611 -0.183 0.891 -0.085 0.37
H -4.15366 11.62987 9.15372 0.086 -0.126 -0.884 0.24
H -5.69942 11.25830 8.27677 0.064 0.211 -0.214 0.32
H -5.69101 9.20262 9.46381 -0.350 -0.063 0.506 0.25
H -3.26720 9.53772 7.94127 -0.084 0.315 -0.119 0.33
H -4.88444 9.21602 7.25377 -0.152 0.473 -0.154 0.32
H -4.88772 7.03534 8.09958 -0.161 -0.454 -1.072 0.33
H -3.69800 7.22976 9.20302 1.074 0.314 -0.085 0.39
H -3.28448 8.27406 5.41403 -0.323 0.389 0.547 0.27
H -4.09342 6.69373 5.66744 -0.406 0.234 -0.076 0.28
H -2.47086 6.81901 5.17863 0.748 -0.333 0.963 0.27
C 11.04403 -8.68335 0.79065 0.239 0.052 0.404 -0.73
O 9.85264 -9.41452 0.80408 -1.004 1.108 0.288 -0.29
C 9.98641 -10.78834 0.67263 -0.863 -0.597 0.355 -0.55
C 8.63523 -11.50200 0.96524 0.649 0.311 -0.507 -0.74
N 7.58438 -11.05679 0.05530 0.673 -0.107 -0.597 -0.29
C 6.22304 -11.26408 0.47067 -0.523 -0.987 0.649 -0.61
C 5.19480 -10.83341 -0.54375 1.027 1.851 -0.144 -0.68
O 5.04963 -9.40146 -0.37957 -0.818 -0.013 -1.778 -0.29
C 4.76902 -8.70421 -1.63300 0.631 1.036 1.580 -0.75
H 10.84084 -7.64368 1.04736 -0.296 -0.033 -0.318 0.24
H 11.55378 -8.74374 -0.17092 0.093 0.008 -0.148 0.29
H 11.71031 -9.02602 1.58232 0.295 -0.303 0.027 0.29
H 10.69599 -11.14598 1.41876 0.352 -0.291 -0.079 0.43
H 10.32329 -10.99102 -0.34399 0.146 -0.474 -0.125 0.33
H 8.38367 -11.43460 2.02367 -0.165 0.660 0.299 0.37
H 8.85154 -12.56579 0.86702 -0.142 -0.261 -0.464 0.31
H 7.73577 -10.08803 -0.18695 -0.016 0.173 0.177 0.26
H 6.05865 -10.79658 1.44150 -0.458 0.112 0.241 0.40
H 6.01882 -12.32911 0.58075 0.409 -0.325 0.293 0.37
H 4.21863 -11.31616 -0.49735 0.105 -0.174 0.196 0.42
H 5.69364 -11.00472 -1.49764 -0.371 -0.257 -0.406 0.36
H 3.80399 -8.81542 -2.12743 -0.032 -1.127 0.077 0.31
H 5.62690 -8.75950 -2.30314 -0.161 -0.476 -0.259 0.32
H 4.71298 -7.65285 -1.35085 0.228 0.124 0.240 0.23
C 0.65533 7.05417 -11.48058 0.173 0.088 0.065 -0.76
O 1.59030 6.41092 -10.62002 -0.312 1.559 1.501 -0.34
C 1.56584 7.06831 -9.28696 0.451 -1.242 -0.193 -0.41
C 2.05046 6.08961 -8.20073 -0.236 -0.397 0.216 -0.90
N 1.07161 5.04638 -7.79396 0.450 -0.257 -1.821 -0.36
C 0.81790 4.06439 -8.88712 0.367 -0.537 0.567 -0.47
C -0.28100 3.13081 -8.43028 0.477 1.642 -0.475 -0.56
O -1.49555 3.90294 -8.35449 -0.120 -1.807 -0.118 -0.30
C -2.55632 2.94367 -8.20565 -0.217 0.896 0.075 -0.73
H 0.77933 8.13495 -11.54860 0.548 0.212 0.032 0.34
H -0.36578 6.95804 -11.11154 -0.221 -0.518 -0.048 0.32
H 0.77640 6.64428 -12.48329 -0.138 -0.135 0.158 0.25
H 0.55325 7.38345 -9.03507 -0.298 -0.107 -0.175 0.32
H 2.17555 7.97069 -9.24149 0.242 0.063 -0.513 0.43
H 2.38960 6.56723 -7.28151 -0.598 0.792 0.026 0.40
H 3.00863 5.64121 -8.46333 -0.198 -0.482 -0.679 0.35
H 0.14995 5.45903 -7.77465 -0.124 0.663 0.717 0.26
H 1.68439 3.43343 -9.08506 0.392 0.097 0.281 0.37
H 0.57858 4.48834 -9.86236 -0.235 0.304 0.130 0.23
H 0.00046 2.75699 -7.44583 -0.228 -0.407 0.057 0.29
H -0.34834 2.36216 -9.20019 -0.328 -0.359 0.218 0.44
H -2.37051 2.06736 -8.82666 -0.088 -0.025 -0.054 0.31
H -3.49485 3.41048 -8.50453 0.076 0.065 -0.093 0.23
H -2.67338 2.63396 -7.16715 0.184 -0.117 0.152 0.28
C 10.93047 -10.16943 -13.68332 1.286 0.452 0.890 -0.72
O 10.73545 -9.95273 -12.28668 -0.535 -0.447 -0.136 -0.29
C 11.61721 -9.03753 -11.66133 -0.713 0.207 0.829 -0.65
C 11.03199 -8.72530 -10.22350 0.769 -0.042 -2.318 -0.46
N 10.81274 -9.92795 -9.45213 0.862 0.305 -0.471 -0.43
C 10.06388 -9.63434 -8.26293 0.014 -0.269 0.296 -0.73
C 10.77942 -8.70261 -7.27728 -0.993 0.047 -1.993 -0.62
O 10.41918 -7.36230 -7.69347 0.377 -0.094 1.499 -0.28
C 10.66787 -6.46393 -6.61849 -0.107 0.142 0.062 -0.79
H 10.06265 -10.65505 -14.12959 0.131 0.139 0.208 0.22
H 11.85015 -10.73950 -13.81491 -0.104 -0.709 -0.125 0.30
H 11.21525 -9.23929 -14.17511 -0.664 0.420 -0.217 0.29
H 11.60260 -8.13435 -12.27137 0.136 0.440 0.163 0.41
H 12.64972 -9.38433 -11.61913 0.103 -0.413 0.039 0.37
H 10.12028 -8.17723 -10.46119 -0.502 0.102 0.318 0.28
H 11.68695 -8.01339 -9.72119 0.096 -0.194 0.064 0.31
H 10.32079 -10.57592 -10.05065 -0.111 -0.173 0.070 0.26
H 9.84145 -10.57468 -7.75856 -0.072 -0.051 0.003 0.47
H 9.13238 -9.13728 -8.53375 -0.455 0.082 0.265 0.37
H 11.85758 -8.79839 -7.40575 0.126 -0.247 0.571 0.38
H 10.37465 -9.00463 -6.31134 0.382 0.663 0.442 0.45
H 11.65045 -6.59757 -6.16597 0.316 -0.104 -0.201 0.32
H 9.95755 -6.60935 -5.80462 -0.290 -0.101 0.048 0.29
H 10.58816 -5.42639 -6.94292 -0.053 -0.157 -0.302 0.24
C -2.77088 -7.27780 2.65126 0.311 1.255 -0.435 -0.74
O -1.87146 -7.45504 3.68983 -0.262 -0.450 1.304 -0.29
C -0.59250 -7.83254 3.29663 0.153 -0.919 0.031 -0.62
C 0.08219 -8.61480 4.42037 -1.156 0.878 0.731 -0.63
N -0.77931 -9.66135 4.96725 0.547 -0.902 -0.896 -0.28
C -0.22183 -10.28529 6.13778 -0.953 0.244 0.281 -0.30
C -1.23856 -11.26295 6.72239 0.540 0.296 -0.798 -0.74
O -0.67469 -11.96305 7.82267 -0.813 -0.682 -0.117 -0.34
C -0.09008 -13.18618 7.36932 0.030 0.744 -0.764 -0.66
H -3.71945 -7.00903 3.11611 -0.136 -0.398 -0.359 0.23
H -2.78442 -8.08779 1.92199 -0.376 -0.516 0.309 0.33
H -2.42425 -6.42008 2.07483 -0.232 0.423 -0.331 0.31
H -0.02479 -6.95871 2.97692 0.328 0.050 0.023 0.41
H -0.68735 -8.52367 2.45911 0.111 -0.080 -0.389 0.36
H 0.30631 -7.96347 5.26514 0.294 0.647 -0.015 0.36
H 1.04663 -8.96264 4.05030 -0.097 -0.549 -0.001 0.32
H -1.77116 -9.50387 5.07465 0.249 0.892 -0.302 0.22
H -0.05572 -9.57447 6.94724 0.787 0.333 0.057 0.28
H 0.67835 -10.79946 5.80102 0.227 -0.070 0.570 0.21
H -1.53841 -11.80937 5.82818 0.079 -1.284 0.270 0.47
H -2.18405 -10.79027 6.98835 0.233 0.417 0.643 0.34
H -0.81427 -13.69468 6.73286 0.038 -0.292 0.000 0.28
H 0.25460 -13.87000 8.14501 -0.217 0.526 0.354 0.26
H 0.75373 -12.87222 6.75490 0.323 -0.555 -0.169 0.25
C -11.34329 7.99650 -4.67897 0.451 1.160 -2.280 -0.67
O -11.32892 9.01920 -5.74664 -0.247 0.226 1.332 -0.32
C -11.08387 8.59070 -7.10736 -0.329 1.161 1.856 -0.60
C -10.66815 9.87284 -7.89356 -0.621 -1.345 -0.986 -0.65
N -11.82692 10.55200 -8.48427 0.487 -0.420 -0.452 -0.38
C -11.51248 11.86273 -9.12476 -0.709 -0.894 2.231 -0.59
C -12.78893 12.58299 -9.48706 -0.285 -0.343 -0.248 -0.49
O -13.61784 12.72151 -8.33337 -1.452 1.793 -0.074 -0.31
C -14.76101 13.65529 -8.51143 0.865 0.169 0.156 -0.86
H -10.28981 7.84022 -4.44691 -0.061 -0.684 0.130 0.25
H -11.86548 7.14772 -5.12056 0.187 -0.438 0.551 0.30
H -11.83713 8.35937 -3.77756 -0.191 0.254 -0.393 0.22
H -12.04262 8.17930 -7.42302 0.136 -0.119 -0.768 0.32
H -10.32942 7.80541 -7.06003 0.275 0.058 -0.487 0.49
H -10.08434 9.49413 -8.73252 0.373 0.123 -0.143 0.34
H -10.02381 10.53023 -7.30981 0.002 -0.059 0.424 0.35
H -12.56396 10.55000 -7.79372 -0.146 0.829 -0.100 0.29
H -10.85057 11.71376 -9.97786 -0.155 -0.004 -0.067 0.31
H -11.01560 12.46108 -8.36109 0.487 0.422 -0.098 0.35
H -13.28875 11.95717 -10.22640 -0.338 0.136 -0.274 0.31
H -12.54631 13.55558 -9.91520 -0.060 0.130 -0.079 0.41
H -15.10666 14.15368 -7.60577 0.019 -1.484 1.034 0.32
H -15.61005 13.23916 -9.05371 0.215 -0.363 0.063 0.31
H -14.55644 14.64113 -8.92901 1.097 -0.307 -1.325 0.31
C 4.45407 -3.49755 1.52075 -0.289 -0.428 -0.267 -0.69
O 3.56478 -2.52025 1.91935 -1.395 0.600 1.882 -0.33
C 2.98833 -1.59860 1.01206 0.663 -0.573 0.459 -0.23
C 1.96963 -0.71426 1.81016 0.643 0.862 -0.861 -0.69
N 1.09261 0.08465 0.93495 1.148 0.391 -0.587 -0.26
C 0.05404 -0.71807 0.36461 0.051 -0.737 0.517 -0.59
C -1.02423 -0.01382 -0.42319 0.769 0.132 0.516 -0.60
O -1.71356 0.87763 0.43198 -0.172 0.748 0.594 -0.32
C -2.69129 1.68319 -0.24363 0.757 -1.390 -0.846 -0.70
H 4.26169 -4.35989 2.15907 -0.028 -0.215 -0.144 0.22
H 5.49677 -3.23573 1.70052 0.177 0.325 -0.403 0.24
H 4.23636 -3.75391 0.48393 0.473 -0.298 -0.229 0.32
H 2.57867 -2.14763 0.16422 -0.435 0.026 -0.123 0.24
H 3.87075 -1.06871 0.65338 -0.497 0.994 -0.444 0.28
H 2.62174 -0.05054 2.37791 -0.257 0.197 0.131 0.36
H 1.35461 -1.25148 2.53213 0.233 -0.716 -0.011 0.34
H 0.71308 0.92905 1.33873 0.163 -0.183 0.385 0.24
H -0.36748 -1.29186 1.18996 -0.817 -0.296 0.085 0.36
H 0.52159 -1.47674 -0.26302 -0.101 0.028 -0.372 0.30
H -1.64093 -0.81827 -0.82397 -0.563 0.174 -0.161 0.38
H -0.54624 0.52493 -1.24134 -0.079 0.189 -0.283 0.33
H -3.16435 0.92756 -0.87080 -0.990 0.500 -0.237 0.30
H -2.23003 2.40375 -0.91901 0.273 0.168 0.012 0.28
H -3.38675 2.22132 0.40045 0.273 -0.488 0.362 0.23
C -8.35277 6.56042 2.69433 1.141 0.447 -0.370 -0.75
O -8.82448 5.37930 3.18099 -1.502 -1.760 1.973 -0.25
C -9.75854 5.54238 4.25121 -0.739 -0.702 -0.070 -0.68
C -10.13849 4.22757 4.93655 1.317 -0.177 0.013 -0.57
N -9.02088 3.67345 5.69969 -0.482 1.043 0.499 -0.37
C -9.24777 2.31713 6.16905 1.859 0.571 -0.194 -0.44
C -7.90646 1.79818 6.77367 -0.980 -0.110 0.044 -0.73
O -6.84232 1.56921 5.87939 0.609 0.586 -0.220 -0.36
C -7.04934 0.71158 4.77513 -0.412 -0.295 0.695 -0.66
H -7.88726 7.14868 3.48511 0.066 0.330 0.140 0.32
H -9.12435 7.15654 2.20708 0.000 0.112 -0.296 0.29
H -7.56071 6.20590 2.03474 -0.027 0.784 -0.503 0.22
H -10.69591 5.95846 3.88200 -0.115 0.226 -0.389 0.44
H -9.42654 6.22720 5.03152 0.581 0.157 -0.038 0.36
H -10.42653 3.44860 4.23062 -0.620 0.215 -0.524 0.38
H -10.95656 4.44611 5.62292 -0.194 -0.061 -0.069 0.28
H -8.16812 3.80236 5.17406 0.146 -0.467 -0.012 0.26
H -9.59734 1.72838 5.32096 -0.103 -0.697 0.060 0.36
H -9.99734 2.29704 6.96016 -0.095 0.081 -0.011 0.32
H -8.12083 0.93547 7.40445 -0.014 -0.656 -0.272 0.43
H -7.53207 2.52364 7.49592 -0.032 0.316 -0.268 0.34
H -7.67241 -0.10882 5.13128 -0.311 -0.234 -0.441 0.34
H -6.11050 0.26964 4.44143 0.192 0.292 0.259 0.26
H -7.48967 1.23146 3.92429 -0.275 0.005 -0.009 0.20
C -10.18222 -0.49960 -0.51727 0.936 -1.745 -0.136 -0.31
C -9.66125 -1.99475 -0.17573 -0.398 2.013 0.518 -0.43
O -10.02663 -2.88449 -1.19205 -0.226 -0.399 -0.403 -0.53
O -11.47105 -0.32560 -0.02922 -1.113 0.214 0.710 -0.54
H -10.24442 -0.39962 -1.60090 0.621 -0.078 -0.217 0.24
H -9.57924 0.31278 -0.11161 0.171 -0.271 0.132 0.33
H -10.16692 -2.30217 0.73963 -0.044 0.290 0.275 0.29
H -8.59872 -2.07392 0.05419 0.150 0.211 -0.503 0.31
H -10.86947 -3.24807 -0.91095 0.011 -0.266 -0.341 0.33
H -12.06737 -0.88298 -0.53453 -0.101 0.034 -0.033 0.30
```
Forces are in eV/Å.

Computed properties:
E_tot = -5559.023059 hartree
spin multiplicity = 1
HOMO level = -8.306 eV